1.
14
Properties=species:S:1:pos:R:3:nbo_charge:R:1 method="wB97M-V/def2-TZVPD" smiles="O=C1C[C@@H](O)CC1=S" lumo_ev=-1.59 gap_ev=7.528 fmax_ev_per_a=6.17 total_charge=0
O -1.06 2.17 0.41 -0.48
C -0.76 1.05 0.12 0.50
C 0.69 0.84 -0.48 -0.51
C 0.90 -0.55 -0.07 0.09
O 1.24 -0.37 1.36 -0.75
C -0.45 -1.18 -0.24 -0.52
C -1.49 -0.20 0.16 -0.15
S -3.15 -0.22 0.38 0.17
H 1.40 1.57 -0.36 0.23
H 0.39 1.07 -1.66 0.22
H 1.73 -1.17 -0.61 0.20
H 1.67 0.56 1.60 0.49
H -0.61 -1.68 -1.19 0.26
H -0.49 -1.90 0.57 0.26

2.
69
Properties=species:S:1:pos:R:3:nbo_charge:R:1 method="wB97M-V/def2-TZVPD" lumo_ev=-0.54 gap_ev=8.441 fmax_ev_per_a=4.28 total_charge=0
C -0.74 2.78 1.97 -0.66
C -0.87 3.98 0.82 -0.38
I 1.05 4.35 -0.20 0.11
C -1.55 5.37 1.43 -0.70
I -1.04 7.10 0.15 0.10
P -3.47 5.04 1.38 0.50
P -5.61 4.42 1.42 1.70
N -6.28 4.58 2.90 -1.28
O -6.54 5.34 0.21 -0.95
O -5.61 2.76 0.83 -0.97
H -0.08 1.88 1.55 0.25
H -0.29 3.18 2.97 0.23
H -1.83 2.33 2.08 0.21
H -1.60 3.53 -0.01 0.21
H -1.21 5.56 2.54 0.25
H -3.44 4.72 -0.03 -0.04
H -3.78 6.40 1.75 0.06
H -3.24 4.07 2.45 0.01
H -6.57 3.58 3.17 0.38
H -6.07 5.14 -0.68 0.48
H -4.85 2.78 0.15 0.48
C -1.32 -1.70 -3.06 -0.26
O -0.91 -0.88 -1.97 -0.50
C 0.43 -0.72 -1.87 0.98
O 1.27 -1.20 -2.62 -0.64
O 0.68 0.08 -0.80 -0.50
C 2.06 0.34 -0.57 -0.26
H -2.41 -1.77 -3.05 0.20
H -1.02 -1.26 -4.02 0.19
H -0.92 -2.71 -2.96 0.20
H 2.50 0.87 -1.42 0.20
H 2.60 -0.59 -0.37 0.19
H 2.14 0.98 0.31 0.20
C 1.03 -3.70 0.45 -0.26
O 2.35 -4.21 0.65 -0.50
C 2.82 -4.97 -0.37 0.98
O 2.22 -5.24 -1.40 -0.64
O 4.07 -5.38 -0.05 -0.50
C 4.70 -6.19 -1.04 -0.26
H 0.76 -3.11 1.32 0.20
H 1.00 -3.05 -0.43 0.19
H 0.32 -4.53 0.35 0.19
H 4.81 -5.64 -1.98 0.19
H 4.13 -7.11 -1.20 0.19
H 5.69 -6.46 -0.68 0.20
C -4.71 1.42 3.39 -0.28
O -4.36 0.04 3.42 -0.50
C -3.77 -0.36 4.58 0.98
O -3.54 0.34 5.55 -0.64
O -3.49 -1.69 4.47 -0.50
C -2.87 -2.25 5.63 -0.26
H -5.17 1.63 2.42 0.23
H -5.44 1.65 4.18 0.20
H -3.82 2.05 3.50 0.17
H -3.53 -2.17 6.50 0.19
H -1.91 -1.77 5.82 0.19
H -2.69 -3.31 5.43 0.20
C 3.97 -2.30 -3.51 -0.25
O 4.56 -1.81 -4.72 -0.50
C 5.83 -1.36 -4.58 0.98
O 6.48 -1.34 -3.54 -0.64
O 6.26 -0.93 -5.79 -0.50
C 7.59 -0.42 -5.80 -0.26
H 2.96 -2.64 -3.74 0.21
H 4.54 -3.16 -3.12 0.18
H 3.91 -1.51 -2.76 0.19
H 8.30 -1.20 -5.50 0.19
H 7.67 0.45 -5.14 0.19
H 7.83 -0.11 -6.82 0.20

3.
28
Properties=species:S:1:pos:R:3:lowdin_spin:R:1 method="wB97M-V/def2-TZVPD" lumo_ev="0.50 / -1.14" s2=2.048 gap_ev="6.766 / 8.205" fmax_ev_per_a=5.14 total_charge=0 multiplicity=3
C 0.52 1.66 -0.24 0.05
C 1.25 -1.09 -1.35 0.36
C 2.42 -0.44 0.76 0.15
C -0.05 -0.57 -1.17 0.01
C 1.66 0.22 1.52 0.53
C -1.00 -1.42 -1.94 0.00
C 2.47 -0.45 -0.89 0.09
C -0.32 0.55 -0.52 0.27
C -1.94 -0.75 -2.94 0.00
C 1.91 1.49 3.52 0.02
C -2.52 -0.08 0.32 0.01
N 1.29 2.53 -0.10 0.16
O -1.06 -2.63 -1.81 0.00
O 1.08 0.58 2.63 0.18
O -1.61 0.89 -0.21 0.10
H 1.46 -2.15 -1.68 0.02
H 3.14 -1.15 1.13 0.04
H 3.40 -0.92 -1.38 0.00
H 2.51 0.65 -1.05 0.01
H -2.80 -1.48 -3.04 0.00
H -1.29 -0.54 -3.73 0.00
H -2.27 0.15 -2.59 0.00
H 2.97 1.07 3.51 0.00
H 1.47 1.39 4.53 0.00
H 1.84 2.50 3.10 0.00
H -2.25 -0.69 1.13 0.00
H -2.65 -0.74 -0.56 0.00
H -3.50 0.35 0.68 0.00

4.
77
Properties=species:S:1:pos:R:3:mulliken_charge:R:1 method="wB97M-V/def2-TZVPD" lumo_ev=-7.92 gap_ev=2.537 fmax_ev_per_a=9.44 total_charge=+2
Ag -17.98 -18.72 -17.07 0.69
Ag -21.90 -19.32 -13.28 0.60
Ag -22.47 -17.07 -19.29 0.56
Ag -28.54 -19.57 -14.00 0.93
O -22.24 -20.92 -17.55 -0.57
C -23.25 -21.94 -17.68 -0.35
C -24.66 -21.75 -16.91 -0.18
O -24.75 -21.58 -15.54 -0.65
H -22.98 -22.99 -17.60 0.24
H -23.49 -21.88 -18.74 0.24
H -25.35 -22.55 -17.18 0.27
H -25.12 -20.86 -17.33 0.18
C -33.59 -21.65 -15.39 -1.38
C -32.25 -22.20 -15.88 0.26
C -31.60 -21.39 -17.17 -0.79
O -31.36 -20.12 -16.55 -0.29
C -30.96 -19.27 -17.52 -0.80
N -31.37 -22.44 -14.77 -0.70
H -33.65 -20.70 -14.85 0.33
H -34.06 -22.44 -14.81 0.37
H -34.24 -21.31 -16.20 0.36
H -32.51 -23.20 -16.23 0.41
H -32.32 -21.45 -17.99 0.42
H -30.66 -21.85 -17.44 0.40
H -30.05 -19.69 -17.94 0.33
H -30.73 -18.26 -17.20 0.25
H -31.81 -19.12 -18.19 0.31
H -30.75 -23.20 -15.03 0.26
H -31.89 -23.07 -14.18 0.30
C -28.88 -21.24 -23.17 0.67
O -29.70 -20.46 -23.48 -0.61
N -27.71 -21.00 -22.65 -0.41
N -29.08 -22.47 -23.04 -0.38
H -27.45 -20.03 -22.63 0.20
H -27.15 -21.76 -22.29 0.16
H -28.45 -23.18 -22.70 0.15
H -30.05 -22.75 -23.08 0.21
C -25.11 -27.81 -21.08 0.58
O -26.05 -27.26 -21.53 -0.59
N -24.21 -27.27 -20.28 -0.38
N -24.95 -29.14 -21.19 -0.47
H -24.00 -26.29 -20.44 0.22
H -23.46 -27.81 -19.88 0.19
H -24.55 -29.61 -20.39 0.20
H -25.68 -29.55 -21.75 0.24
C -20.26 -24.60 -12.31 0.59
O -20.04 -23.35 -12.25 -0.67
N -19.48 -25.58 -11.92 -0.40
N -21.39 -25.25 -12.69 -0.48
H -19.99 -26.44 -11.76 0.25
H -18.68 -25.39 -11.34 0.25
H -22.02 -24.53 -13.02 0.22
H -21.32 -26.11 -13.23 0.24
C -16.29 -23.90 -16.95 0.63
O -15.99 -22.85 -16.40 -0.68
N -15.59 -24.98 -16.86 -0.42
N -17.30 -24.11 -17.69 -0.38
H -16.20 -25.77 -16.99 0.19
H -14.86 -24.90 -16.16 0.25
H -17.95 -23.34 -17.56 0.22
H -17.63 -25.02 -17.98 0.20
C -27.04 -25.99 -11.76 0.67
O -27.30 -27.07 -11.27 -0.65
N -26.79 -25.87 -13.01 -0.41
N -26.85 -24.87 -11.19 -0.36
H -26.54 -24.99 -13.43 0.17
H -26.31 -26.67 -13.40 0.22
H -26.52 -24.06 -11.69 0.14
H -27.03 -24.81 -10.20 0.23
C -19.01 -20.06 -22.98 0.64
O -18.71 -19.40 -22.00 -0.65
N -19.67 -19.54 -24.06 -0.38
N -19.00 -21.34 -23.21 -0.34
H -20.00 -20.16 -24.79 0.13
H -19.99 -18.59 -24.10 0.19
H -19.47 -21.63 -24.06 0.18
H -18.75 -21.91 -22.42 0.22

5.
24
Properties=species:S:1:pos:R:3:nbo_charge:R:1 method="wB97M-V/def2-TZVPD" lumo_ev=-7.24 gap_ev=7.470 fmax_ev_per_a=2.81 total_charge=+1
C 3.72 -1.06 -0.14 0.10
C 2.90 0.09 -0.16 0.43
C -2.94 -2.17 0.25 -0.60
C 1.41 2.49 -0.08 -0.67
C -2.27 -0.97 -0.40 -0.39
C -1.01 -0.55 0.36 -0.40
C -0.36 0.66 -0.29 -0.40
C 0.88 1.19 0.48 0.08
N 4.40 -1.98 -0.15 -0.01
O 1.83 0.12 0.48 -0.27
H 3.27 0.93 -0.76 0.25
H -2.27 -3.02 0.30 0.21
H -3.26 -1.93 1.26 0.21
H -3.82 -2.46 -0.32 0.23
H 1.56 2.44 -1.16 0.23
H 2.34 2.79 0.41 0.23
H 0.68 3.27 0.11 0.28
H -2.97 -0.13 -0.44 0.20
H -2.00 -1.22 -1.43 0.20
H -0.31 -1.39 0.38 0.20
H -1.28 -0.32 1.39 0.21
H -0.05 0.43 -1.31 0.21
H -1.07 1.49 -0.32 0.24
H 0.61 1.29 1.54 0.24

6.
17
Properties=species:S:1:pos:R:3:nbo_charge:R:1 method="wB97M-V/def2-TZVPD" lumo_ev=0.17 gap_ev=9.995 fmax_ev_per_a=1.01 total_charge=0
C -1.62 -0.76 0.00 -0.46
C -2.61 -1.53 0.01 0.18
C -0.93 0.54 -0.43 -0.14
C -0.20 -0.40 0.42 -0.14
C -1.50 1.82 0.10 -0.60
C 2.25 -0.53 -0.01 -0.60
C 0.92 -1.26 -0.12 -0.40
H -0.69 0.55 -1.49 0.23
H -0.11 -0.16 1.48 0.23
H -1.74 1.73 1.16 0.22
H -2.40 2.10 -0.44 0.22
H -0.77 2.62 -0.02 0.22
H 2.23 0.40 -0.57 0.20
H 3.05 -1.15 -0.40 0.22
H 2.47 -0.29 1.03 0.20
H 0.96 -2.19 0.44 0.22
H 0.71 -1.51 -1.16 0.21

7.
11
Properties=species:S:1:pos:R:3:nbo_charge:R:1 method="wB97M-V/def2-TZVPD" smiles="C#C/C(C#N)=C/C=O" lumo_ev=-1.84 gap_ev=8.052 fmax_ev_per_a=10.70 total_charge=0
C -3.17 -0.07 0.30 -0.14
C -1.94 -0.38 -0.21 -0.02
C -0.54 -0.33 -0.23 -0.21
C 0.06 0.92 -0.08 0.25
N 0.44 2.02 -0.03 -0.23
C 0.38 -1.35 0.05 -0.17
C 1.86 -0.83 -0.05 0.38
O 2.30 0.27 0.18 -0.46
H -4.17 0.21 -0.02 0.24
H 0.34 -2.43 0.18 0.24
H 2.48 -1.81 -0.12 0.11

8.
15
Properties=species:S:1:pos:R:3:nbo_charge:R:1 method="wB97M-V/def2-TZVPD" lumo_ev="0.27 / 0.51" gap_ev="7.881 / 8.148" fmax_ev_per_a=2.49 total_charge=0
C 0.56 1.57 0.04 -0.63
C 0.77 0.15 0.57 0.07
N 1.78 -0.04 1.41 -0.64
H 2.24 -0.94 1.26 0.32
H -0.46 -0.23 1.18 0.28
H 1.22 1.74 -0.82 0.22
H -0.47 1.70 -0.30 0.20
H 0.80 2.29 0.82 0.23
N -2.03 -0.64 -0.50 -0.65
C 0.30 -0.92 -0.45 -0.31
N -0.99 -1.17 0.18 -0.25
H -2.93 -0.81 -0.07 0.39
H -1.91 -0.32 -1.46 0.37
H 0.91 -1.83 -0.38 0.21
H 0.21 -0.55 -1.47 0.18

9.
15
Properties=species:S:1:pos:R:3:lowdin_spin:R:1 method="wB97M-V/def2-TZVPD" lumo_ev="-5.39 / -7.12" s2=0.775 gap_ev="8.868 / 9.070" fmax_ev_per_a=1.07 total_charge=+1 multiplicity=2
C -1.17 -1.27 -0.13 0.03
C -0.61 0.04 0.27 0.11
C 0.79 0.29 0.12 0.11
C 1.65 0.27 -0.94 0.41
C 0.99 0.24 1.51 0.25
H -2.25 -1.26 -0.28 0.00
H -0.92 -2.02 0.62 0.01
H -0.73 -1.61 -1.07 0.01
H -1.19 0.73 0.88 0.00
H -5.06 2.35 -3.40 0.00
H 1.29 0.27 -1.96 0.02
H 2.71 0.32 -0.76 0.02
H -5.34 2.97 -3.10 0.00
H 1.73 -0.41 1.95 0.01
H 0.44 0.89 2.18 0.01

10.
19
Properties=species:S:1:pos:R:3:nbo_charge:R:1 method="wB97M-V/def2-TZVPD" lumo_ev=0.26 gap_ev=8.562 fmax_ev_per_a=5.62 total_charge=0
C -0.75 0.90 1.33 -0.62
C -1.50 0.47 -1.03 -0.60
C 0.50 -1.51 -0.28 -0.72
C -0.27 0.90 -0.19 -0.34
C 0.79 -0.08 -0.23 -0.17
P 2.38 0.55 0.33 0.37
H -1.49 0.11 1.41 0.21
H -1.30 1.85 1.67 0.23
H 0.05 0.80 2.06 0.21
H -2.30 1.13 -1.02 0.21
H -1.88 -0.48 -0.56 0.20
H -1.07 0.35 -2.11 0.22
H 0.04 -1.73 0.67 0.22
H -0.13 -1.68 -1.16 0.24
H 1.37 -2.22 -0.31 0.23
H 0.04 1.98 -0.55 0.24
H 1.32 0.18 -2.07 -0.02
H 3.09 -0.61 0.19 -0.03
H 2.15 0.58 1.68 -0.07

11.
15
Properties=species:S:1:pos:R:3:lowdin_spin:R:1 method="wB97M-V/def2-TZVPD" lumo_ev="-3.59 / -11.73" s2=0.756 gap_ev="11.030 / 2.674" fmax_ev_per_a=2.54 total_charge=+1 multiplicity=2
O -1.33 0.91 2.71 0.68
H -2.17 1.23 2.37 0.01
H -0.91 0.51 1.94 0.01
O -2.51 -3.44 0.91 0.00
H -2.83 -4.13 0.32 0.00
H -2.42 -2.68 0.34 0.00
O 0.28 -0.24 0.69 0.07
H 0.65 -0.23 -0.19 0.00
H 0.01 -1.15 0.82 0.00
O 1.23 0.31 -1.84 0.00
H 1.66 -0.01 -2.63 0.00
H 0.55 0.91 -2.16 0.00
O 2.40 2.94 -0.89 0.22
H 2.06 2.12 -1.27 0.00
H 3.32 2.95 -1.13 0.00

12.
9
Properties=species:S:1:pos:R:3:nbo_charge:R:1 method="wB97M-V/def2-TZVPD" lumo_ev=-0.48 gap_ev=8.097 fmax_ev_per_a=3.91 total_charge=0
C 2.05 -0.77 -0.16 -0.11
C 2.92 0.20 -0.02 -0.38
C 0.09 0.29 -0.18 -0.51
S 2.41 1.90 0.20 0.17
S 0.66 1.77 -0.87 0.18
Cl 2.08 -2.40 -0.42 0.10
Br 4.81 0.01 0.10 0.09
H -0.54 -0.30 -0.82 0.23
H -0.10 0.27 0.88 0.22